Record 1
{"formula": "C12H21Cl10N2", "method": "the ωB97M-V functional and the def2-TZVPD basis", "e_homo_ev": -12.07, "molar_mass_g_mol": 547.8, "energy_ev": -140982.9788, "charge": 1, "species": ["N", "C", "C", "C", "C", "C", "C", "C", "N", "H", "H", "H", "H", "H", "H", "H", "H", "H", "H", "H", "C", "Cl", "Cl", "H", "H", "C", "Cl", "Cl", "H", "H", "C", "Cl", "Cl", "H", "H", "C", "Cl", "Cl", "H", "H", "C", "Cl", "Cl", "H", "H"], "coordinates": [[-1.396, -0.055, -1.900], [-1.699, 0.956, -2.925], [-2.832, 1.904, -2.541], [-4.168, 1.274, -2.311], [-5.323, 2.048, -2.308], [-6.561, 1.490, -2.073], [-6.643, 0.124, -1.823], [-5.495, -0.626, -1.846], [-4.308, -0.035, -2.087], [-0.402, -0.060, -1.673], [-1.562, -0.968, -2.312], [-1.895, 0.524, -3.906], [-0.822, 1.586, -3.064], [-2.595, 2.520, -1.676], [-2.957, 2.598, -3.372], [-5.257, 3.109, -2.486], [-7.451, 2.098, -2.054], [-7.587, -0.349, -1.609], [-5.547, -1.683, -1.647], [-3.484, -0.626, -2.083], [1.494, -0.016, 1.054], [1.588, 0.229, -0.702], [3.050, -0.511, 1.717], [1.198, 0.918, 1.520], [0.764, -0.790, 1.259], [4.133, 3.047, 2.553], [2.881, 2.821, 3.779], [3.738, 4.373, 1.449], [5.068, 3.275, 3.052], [4.226, 2.135, 1.975], [3.720, 7.118, 3.825], [3.693, 8.797, 3.274], [2.508, 6.814, 5.076], [3.510, 6.473, 2.980], [4.700, 6.904, 4.234], [3.758, -4.015, 0.558], [3.291, -5.340, 1.631], [3.168, -4.263, -1.091], [3.331, -3.096, 0.939], [4.840, -3.953, 0.535], [2.601, -9.250, 1.305], [1.788, -10.032, -0.056], [4.269, -9.801, 1.479], [2.605, -8.180, 1.136], [2.060, -9.486, 2.214]]}

=====

Record 2
{"formula": "C12H21F3NO9PS", "method": "the ωB97M-V functional and the def2-TZVPD basis", "smiles": "CCOP(=O)(CCC(=O)O[C@@H](S)ON=O)OCC.CCOC(=O)C(F)(F)F", "e_homo_ev": -9.99, "molar_mass_g_mol": 443.3, "energy_ev": -60978.2429, "charge": 0, "species": ["C", "C", "O", "P", "O", "C", "C", "C", "O", "O", "C", "S", "O", "N", "O", "O", "C", "C", "H", "H", "H", "H", "H", "H", "H", "H", "H", "H", "H", "H", "H", "H", "H", "H", "C", "C", "O", "C", "O", "C", "F", "F", "F", "H", "H", "H", "H", "H"], "coordinates": [[4.165, -1.513, 0.319], [4.212, -0.322, 1.262], [3.192, -0.506, 2.278], [2.689, 0.753, 3.116], [3.283, 2.051, 2.770], [0.903, 0.696, 2.902], [0.269, -0.680, 2.640], [0.037, -1.007, 1.189], [-0.762, -1.803, 0.794], [0.881, -0.354, 0.357], [0.518, -0.145, -1.007], [-1.136, 0.609, -1.242], [1.526, 0.613, -1.550], [1.417, 2.111, -1.315], [2.264, 2.456, -0.633], [2.989, 0.363, 4.630], [2.532, -0.873, 5.199], [3.086, -0.998, 6.604], [4.736, -2.351, 0.719], [4.557, -1.235, -0.659], [3.128, -1.833, 0.208], [4.028, 0.611, 0.732], [5.176, -0.272, 1.769], [0.681, 1.375, 2.077], [0.469, 1.141, 3.801], [0.914, -1.489, 2.993], [-0.699, -0.767, 3.133], [0.539, -1.085, -1.562], [-1.544, 0.705, 0.025], [2.861, -1.717, 4.585], [1.438, -0.882, 5.230], [4.156, -0.790, 6.613], [2.572, -0.331, 7.297], [2.926, -2.022, 6.952], [-4.063, -0.750, -3.853], [-3.787, 0.688, -4.230], [-4.336, 1.001, -5.530], [-5.621, 1.311, -5.558], [-6.378, 1.368, -4.636], [-6.040, 1.653, -7.006], [-5.538, 0.775, -7.880], [-5.584, 2.873, -7.326], [-7.364, 1.654, -7.116], [-3.685, -1.424, -4.622], [-3.570, -0.983, -2.909], [-5.132, -0.926, -3.740], [-2.719, 0.868, -4.328], [-4.185, 1.382, -3.492]]}

=====

Record 3
{"formula": "C12H21FN3O3", "method": "the ωB97M-V functional and the def2-TZVPD basis", "e_homo_ev": -11.88, "molar_mass_g_mol": 274.3, "energy_ev": -26103.6434, "charge": 1, "species": ["C", "N", "C", "O", "O", "F", "C", "C", "C", "C", "N", "C", "H", "H", "H", "H", "H", "H", "H", "C", "N", "C", "C", "C", "C", "O", "H", "H", "H", "H", "H", "H", "H", "H", "H", "H", "H", "H", "H", "H"], "coordinates": [[1.284, -0.346, 1.658], [2.499, 0.319, 2.144], [3.658, -0.116, 1.483], [4.357, -0.981, 1.844], [3.904, 0.524, 0.246], [5.137, 1.204, 0.428], [2.396, 1.762, 2.236], [2.142, 2.592, 1.152], [2.049, 3.950, 1.403], [2.206, 4.412, 2.703], [2.466, 3.633, 3.749], [2.560, 2.328, 3.489], [1.574, -1.220, 1.081], [0.660, -0.696, 2.473], [0.687, 0.283, 1.002], [2.018, 2.221, 0.150], [1.867, 4.651, 0.607], [2.114, 5.470, 2.896], [2.779, 1.669, 4.317], [-0.648, -1.777, -1.632], [-2.091, -1.987, -1.985], [-2.314, -3.457, -2.154], [-2.390, -1.300, -3.274], [-3.025, -1.519, -0.891], [-3.039, -0.041, -0.583], [-1.757, 0.376, -0.140], [-0.049, -2.368, -2.322], [-0.399, -0.730, -1.738], [-0.485, -2.110, -0.612], [-1.668, -3.815, -2.950], [-3.356, -3.627, -2.412], [-2.070, -3.955, -1.219], [-2.173, -0.241, -3.172], [-3.438, -1.452, -3.519], [-1.757, -1.729, -4.046], [-2.745, -2.084, -0.003], [-4.025, -1.818, -1.204], [-3.779, 0.108, 0.208], [-3.361, 0.545, -1.450], [-1.788, 1.322, 0.036]]}

=====

What are the max |F| values for these records? In order: 0.8 0.8 1.4 eV/Å.
What are the frontier orbital gap values for these records? In order: 0.2917 0.3411 0.3311 Ha.
What are the LUMO values for these records? In order: -4.134 -0.707 -2.870 eV.